Here is a cluster of 2 separate species, C28H27N2O in total at a distorted geometry from the OMol25 dataset. Energies are from ωB97M-V/def2-TZVPD.

Results
E_tot ... -34494.2090 eV
Total charge ... +1
Lowest unoccupied orbital energy ... -5.16 eV
Relative energy (zero: lowest compared OMol25 entry of this formula, charge and spin) ... 0.309 eV
Orbital gap ... 5.2 eV

Geometry as XYZ:
```
58
Properties=species:S:1:pos:R:3:forces:R:3:lowdin_charge:R:1
C 6.1567 -4.3165 -0.6515 -0.10 0.04 -0.18 -0.0788
C 5.2365 -4.8948 -1.5323 -0.01 0.11 -0.03 -0.0696
C 4.4728 -4.0970 -2.3882 0.09 0.33 0.24 -0.0106
C 4.6341 -2.7140 -2.3248 0.15 -0.18 0.40 -0.2473
O 3.8285 -1.8819 -3.1182 -1.24 0.46 -0.20 0.0067
C 2.4896 -1.6984 -2.7701 1.23 -0.34 0.37 -0.1848
C 2.1566 -0.6181 -1.9314 0.12 -0.22 -0.18 0.0457
C 0.8540 -0.4786 -1.5087 -0.13 0.25 0.17 0.0274
C -0.1462 -1.4279 -1.8552 0.39 -0.21 -0.58 -0.1728
C -1.4273 -1.3187 -1.2829 0.21 -0.41 -0.64 0.1162
C -2.4345 -2.3062 -1.2998 -0.78 -1.05 0.19 -0.1858
C -3.8005 -1.8999 -1.1807 0.58 -0.16 -0.08 0.0145
C -4.8236 -2.8195 -1.3658 -0.05 0.03 0.01 -0.0474
C -4.5310 -4.1711 -1.6211 0.36 0.36 0.05 -0.0228
C -3.1958 -4.6090 -1.6431 0.04 0.15 0.10 -0.0445
C -2.1614 -3.7014 -1.4440 -0.15 0.18 -0.36 -0.0107
C 0.2036 -2.4207 -2.8220 0.07 -0.24 0.13 0.0149
C 1.5053 -2.5684 -3.2634 -0.15 -0.01 0.01 0.0340
C 5.6059 -2.1183 -1.5139 -0.52 -0.29 -0.09 -0.0038
C 6.3496 -2.9320 -0.6591 0.01 -0.05 -0.14 -0.0709
H 6.7361 -4.9472 0.0263 -0.20 0.22 -0.25 0.1096
H 5.0989 -5.9754 -1.5625 0.11 0.26 0.06 0.1095
H 3.7582 -4.5184 -3.0972 0.23 0.03 0.29 0.1140
H 2.9405 0.0727 -1.6176 -0.26 -0.22 -0.13 0.1369
H 0.5558 0.3575 -0.8795 0.14 -0.20 -0.06 0.0980
H -1.6780 -0.3657 -0.8428 0.06 0.50 0.30 0.0829
H -3.9981 -0.8434 -0.9825 -0.09 -0.35 -0.11 0.1269
H -5.8612 -2.4790 -1.3140 0.38 -0.20 -0.02 0.1192
H -5.3416 -4.8847 -1.7838 0.27 0.25 0.07 0.1214
H -2.9573 -5.6611 -1.8196 -0.16 0.37 0.17 0.1196
H -1.1254 -4.0520 -1.4100 -0.47 0.11 0.06 0.1220
H -0.5734 -3.0711 -3.2233 0.27 0.23 0.05 0.1210
H 1.7736 -3.3573 -3.9721 -0.08 0.41 0.24 0.1338
H 5.7372 -1.0369 -1.5474 -0.02 -0.29 0.06 0.1217
H 7.0848 -2.4714 0.0010 -0.17 -0.18 -0.17 0.1109
C -0.7723 6.0669 4.5175 0.31 0.09 -0.22 -0.1512
C -2.3001 6.0752 4.3885 -0.15 -0.40 0.04 -0.1516
C -2.6288 5.2160 3.1569 -0.40 0.47 -0.59 -0.1559
N -1.4039 4.5012 2.8347 -0.04 -0.18 0.08 -0.1092
C -1.3690 3.4828 1.9153 0.05 -0.10 -0.19 -0.2153
C -2.1350 3.5512 0.7215 0.06 -0.49 0.10 0.0094
C -2.1090 2.4661 -0.1529 0.38 0.33 0.76 -0.1306
N -1.3882 1.3602 0.0869 -0.53 -0.34 -0.02 -0.0227
C -0.6989 1.2572 1.2311 -0.01 1.16 0.03 -0.1515
C -0.5964 2.3130 2.1338 -0.11 -0.25 -0.24 0.0118
C -0.2444 4.9650 3.5791 0.47 -0.14 0.02 -0.1483
H -0.3684 7.0273 4.1799 -0.02 -0.16 0.23 0.1095
H -0.4435 5.8898 5.5438 -0.06 0.15 -0.14 0.1096
H -2.7639 5.6257 5.2731 0.06 0.21 -0.14 0.1105
H -2.6833 7.0895 4.2584 -0.02 -0.18 0.17 0.1100
H -3.4577 4.5152 3.3585 0.33 0.16 -0.14 0.1278
H -2.9413 5.8599 2.3138 0.02 -0.16 0.26 0.1136
H -2.7102 4.4439 0.4710 0.13 -0.33 0.18 0.1112
H -2.6951 2.4855 -1.0753 0.28 0.02 0.19 0.1109
H -0.2009 0.3017 1.4354 -0.07 0.35 -0.14 0.1125
H 0.0297 2.1951 3.0184 -0.30 0.12 -0.19 0.1077
H 0.5089 5.3984 2.8926 -0.25 -0.31 0.19 0.1255
H 0.2484 4.1390 4.1193 -0.20 0.28 -0.04 0.1099
```
Forces are in eV/Å.

Here is a structure of composition C28H27N3SSiY at a distorted geometry from the OMol25 dataset. Energies are from ωB97M-V/def2-TZVPD.

Results
E_tot ... -53690.1244 eV
Total charge ... +1
Lowest unoccupied orbital energy (alpha / beta) ... -3.82 / -3.78 eV
Relative energy (zero: lowest compared OMol25 entry of this formula, charge and spin) ... 0.843 eV
Orbital gap (alpha / beta) ... 6.0 / 3.9 eV

Geometry as XYZ:
```
61
Properties=species:S:1:pos:R:3:forces:R:3:lowdin_charge:R:1
C 0.0329 -1.6251 1.7815 0.62 -0.05 0.01 -0.1921
C 0.1635 -2.1765 0.4716 0.70 -0.01 -0.03 -0.1867
C 1.1371 -1.3942 -0.2479 0.43 -0.49 1.22 -0.1865
H -0.3523 -3.0764 0.1212 0.28 0.44 0.06 0.1184
C 1.5794 -0.3516 0.6375 0.79 -1.14 0.34 -0.2143
C 0.8993 -0.4925 1.8950 0.75 -0.70 -0.23 -0.1807
H 1.0534 0.1268 2.7821 -0.16 -0.23 -0.43 0.1275
H -0.5702 -2.0476 2.5834 0.04 0.23 -0.25 0.1184
H 1.5541 -1.6101 -1.2338 -0.34 0.17 0.23 0.0962
H 2.3356 0.3954 0.3938 -0.33 -0.30 0.21 0.1113
Y -0.6980 0.1280 0.2158 -2.64 2.41 -0.77 1.5694
C 0.6049 0.7270 -4.5658 -2.55 3.27 0.08 -0.2279
H 1.2461 -0.5089 -3.5791 0.38 -1.24 1.11 0.0008
H 0.2095 0.9107 -3.5603 -0.05 -0.12 0.12 -0.0336
H -0.3374 0.6741 -5.1995 1.44 -0.07 0.12 0.0668
Si 1.7176 -1.0998 -4.8569 0.78 0.15 -2.12 0.6758
C 0.5717 -2.1940 -5.9506 -0.25 0.66 0.54 -0.2827
C -0.0785 -3.4075 -5.6330 0.09 0.54 0.05 -0.0990
H 0.0566 -3.8607 -4.6559 0.22 -0.09 -0.11 0.0999
C -0.9945 -3.9719 -6.5171 0.01 0.50 0.04 -0.0806
H -1.5400 -4.8805 -6.2495 0.27 0.28 -0.15 0.1087
C -1.2880 -3.2928 -7.7016 0.03 -0.24 -0.46 -0.0832
H -2.0176 -3.6980 -8.3839 -0.19 -0.16 -0.03 0.1014
C -0.6557 -2.1066 -8.0575 -0.05 -0.09 0.63 -0.0732
H -0.9225 -1.5349 -8.9434 0.02 -0.37 0.04 0.1101
C 0.2640 -1.5740 -7.1659 -0.11 0.24 0.06 -0.1352
H 0.6829 -0.5936 -7.3767 0.13 -0.16 -0.09 0.0858
C 3.2646 -2.0921 -4.4952 0.32 -1.04 0.87 -0.3085
C 3.5845 -3.1839 -5.3247 0.24 0.12 -0.19 -0.0998
H 2.8664 -3.5040 -6.0783 0.27 0.23 -0.09 0.0944
C 4.7850 -3.8917 -5.1958 -0.04 0.16 0.39 -0.0754
H 5.0283 -4.6908 -5.9040 -0.14 0.28 0.34 0.1095
C 5.6653 -3.5745 -4.1509 -0.22 0.14 -0.36 -0.0809
H 6.6204 -4.1172 -4.0689 -0.56 0.41 0.08 0.1111
C 5.2997 -2.5799 -3.2314 0.04 -0.35 -0.11 -0.0888
H 5.9901 -2.3689 -2.4107 -0.41 0.00 -0.13 0.1032
C 4.0845 -1.8918 -3.3681 0.49 -0.14 -0.44 -0.1206
H 3.7802 -1.2065 -2.5790 0.15 0.19 -0.21 0.0767
H 1.2849 1.5971 -4.7733 -0.85 -0.93 -0.09 0.0341
H 2.1484 0.1881 -5.7334 0.47 -2.14 0.19 0.0553
N -1.3039 4.0441 1.9539 -0.86 1.58 0.69 0.1492
C -1.9545 3.4916 3.0668 0.81 -0.31 0.30 -0.1816
C -2.1399 4.0110 4.3403 -0.43 -0.25 0.10 -0.0105
C -2.4240 3.0984 5.3733 0.02 0.53 -0.49 -0.0747
C -2.4936 1.7158 5.1349 -0.11 -0.01 -0.35 -0.0832
C -2.3063 1.1884 3.8500 -0.13 0.80 -0.11 -0.0227
C -2.0281 2.1132 2.8318 1.03 -0.23 0.14 -0.2272
N -1.4167 1.8524 1.5958 -0.03 -1.02 -1.08 -0.0341
C -1.0037 3.0532 1.0852 1.11 -0.21 -1.43 -0.2998
C -0.1480 3.2081 -0.0806 -1.12 -0.71 1.34 -0.3469
C 0.3122 4.3747 -0.6498 0.65 0.29 -0.77 -0.3309
S 1.5710 4.0088 -1.8262 -0.93 -0.65 1.39 1.0576
C 1.4131 2.3353 -1.4887 -1.15 0.66 1.17 -0.4560
N 0.4132 2.0401 -0.6202 1.37 0.10 -0.84 -0.1212
H -1.0823 5.0357 1.8399 -0.16 -0.81 0.08 0.1702
H -2.0471 5.0865 4.4786 -0.01 -0.26 0.35 0.1146
H -2.5807 3.4935 6.3782 0.06 -0.24 -0.28 0.1087
H -2.6848 1.0550 5.9736 -0.03 0.03 -0.13 0.1042
H -2.3308 0.1214 3.6095 0.02 0.32 0.33 0.1015
H -0.0441 5.3628 -0.3771 0.37 -0.10 -0.50 0.0736
H 2.1623 1.6057 -1.8003 -0.56 0.14 -0.33 0.0843
```
Forces are in eV/Å.

Here is a structure of composition C28H27N5O4Sn at a distorted geometry from the OMol25 dataset. Energies are from ωB97M-V/def2-TZVPD.

Results
E_tot ... -50933.1585 eV
Total charge ... +2
Lowest unoccupied orbital energy ... -8.63 eV
Orbital gap ... 5.4 eV

Geometry as XYZ:
```
65
Properties=species:S:1:pos:R:3:forces:R:3:lowdin_charge:R:1
Sn -0.2207 -0.2175 0.1495 0.81 2.34 1.51 1.6462
C 3.6411 -0.8883 -0.1025 -0.04 0.06 0.02 0.0447
C 2.5660 -1.9069 -0.1633 0.12 -0.07 -0.07 -0.2740
N 1.2498 -1.6890 -0.1854 0.06 0.06 -0.41 0.0186
C 0.6073 -2.9191 -0.2526 -0.11 0.06 -0.13 -0.1217
C 1.5526 -3.8909 -0.2783 0.09 0.09 0.15 -0.0155
N 2.7561 -3.2288 -0.2195 -0.09 -0.01 0.00 0.2301
C 1.5844 -5.3943 -0.2680 -0.07 -0.18 -0.06 -0.4526
O 0.4378 -6.0305 -0.3505 0.02 0.16 0.02 0.1953
O 2.6570 -5.9187 -0.1804 0.05 0.07 -0.02 0.1716
C -0.8746 -2.9560 -0.2592 0.26 0.00 -0.24 -0.4941
O -1.4994 -3.9710 -0.3514 -0.05 -0.02 0.08 0.1852
O -1.4375 -1.7419 -0.1476 -0.38 0.05 -0.55 -0.1245
H 3.2122 0.1028 0.0351 0.01 0.00 0.00 0.0791
H 4.2254 -0.8932 -1.0233 -0.01 -0.01 -0.01 0.1117
H 4.3154 -1.0914 0.7293 -0.01 -0.02 0.00 0.1104
H 3.6376 -3.7356 -0.2122 0.00 0.01 0.01 0.2021
H -0.3300 -5.4227 -0.3975 -0.07 -0.09 -0.01 0.0984
C -0.7791 6.7809 0.1983 -0.01 0.02 0.00 -0.0216
C 0.1218 6.5125 1.3730 -0.10 0.03 0.10 -0.1988
C 0.4974 7.5317 2.2401 0.02 0.01 0.00 -0.0109
C 1.3233 7.2920 3.3285 -0.01 0.01 -0.02 -0.0442
C 1.8181 6.0177 3.5542 0.00 -0.05 0.01 -0.0580
C 1.4689 4.9803 2.7021 0.13 0.12 -0.05 -0.0452
C 0.6094 5.2334 1.6412 -0.24 -0.16 -0.04 -0.1775
N 0.2283 4.1974 0.7168 0.18 0.12 -0.01 0.1700
C 0.0849 2.8874 0.9392 0.10 0.13 -0.16 -0.3392
N -0.1228 2.4912 2.2022 -0.07 0.21 0.01 0.1707
C -0.1578 1.2440 2.8536 0.02 0.22 0.01 -0.2013
C -0.1388 0.0300 2.1873 -0.15 -0.52 0.36 -0.2421
C -0.1731 -1.1630 2.9229 -0.03 0.02 0.06 -0.1073
C -0.2145 -1.1358 4.2999 0.01 0.00 0.00 -0.0338
C -0.2505 0.0924 4.9503 -0.01 0.02 -0.09 0.0089
C -0.2280 1.2927 4.2558 0.01 -0.09 0.18 -0.1796
C -0.2899 2.5940 5.0115 -0.01 0.03 -0.03 -0.0148
N 0.1921 2.0612 -0.1204 -0.72 -2.89 -0.17 0.0252
C 0.1464 2.5409 -1.4590 0.08 0.38 -0.99 -0.3085
C 1.2538 2.3122 -2.2845 -0.04 0.19 0.56 -0.0286
C 1.2524 2.7485 -3.5933 -0.11 0.02 -0.15 -0.0511
C 0.1192 3.3753 -4.1003 0.13 0.01 -0.12 -0.0395
C -0.9962 3.5619 -3.3053 0.00 -0.05 0.06 -0.0120
C -1.0161 3.1408 -1.9771 0.12 -0.24 0.26 -0.2202
C -2.2736 3.2241 -1.1582 -0.02 0.03 0.04 -0.0163
H -1.0405 7.8352 0.1521 0.00 0.00 0.02 0.0916
H -1.7104 6.2141 0.2655 0.02 -0.02 -0.01 0.0850
H -0.2988 6.5381 -0.7554 0.00 -0.02 0.00 0.0903
H 0.1297 8.5330 2.0554 0.00 0.00 0.01 0.1257
H 1.5924 8.1043 3.9893 0.00 0.00 0.00 0.1197
H 2.4934 5.8289 4.3778 0.00 0.01 0.00 0.1166
H 1.9179 4.0047 2.8358 -0.03 -0.04 0.01 0.1172
H 0.1480 4.4928 -0.2478 0.11 -0.10 -0.02 0.1333
H -0.2270 3.2709 2.8394 0.05 0.08 -0.03 0.1177
H -0.1837 -2.1235 2.4197 0.00 -0.01 0.00 0.1006
H -0.2405 -2.0557 4.8670 0.01 0.00 0.00 0.1257
H -0.3043 0.1231 6.0309 0.00 -0.02 0.00 0.1319
H -0.4158 2.4046 6.0744 0.01 -0.02 0.00 0.0959
H -1.1384 3.2123 4.7030 0.00 -0.01 -0.02 0.1027
H 0.6220 3.1829 4.8956 0.01 0.02 -0.03 0.0844
H 2.1282 1.8356 -1.8538 0.04 0.03 -0.05 0.1068
H 2.1223 2.6168 -4.2218 0.00 -0.07 0.03 0.1191
H 0.1047 3.7022 -5.1312 0.00 0.03 0.01 0.1223
H -1.8814 4.0187 -3.7296 -0.02 0.00 0.05 0.1272
H -3.0651 3.7105 -1.7229 -0.02 -0.01 0.02 0.0961
H -2.1406 3.7735 -0.2245 -0.06 0.02 -0.04 0.0686
H -2.6272 2.2222 -0.8892 -0.03 0.02 -0.02 0.0867
```
Forces are in eV/Å.

Here is a cluster of 6 separate species, C28H28Br4N4O8 in total at a distorted geometry from the OMol25 dataset. Energies are from ωB97M-V/def2-TZVPD.

Results
E_tot ... -331989.6245 eV
Total charge ... 0
Lowest unoccupied orbital energy ... -1.03 eV
Relative energy (zero: lowest compared OMol25 entry of this formula, charge and spin) ... 0.472 eV
Orbital gap ... 8.7 eV

Geometry as XYZ:
```
72
Properties=species:S:1:pos:R:3:forces:R:3:lowdin_charge:R:1
Br -0.1506 7.7406 2.7029 0.09 0.32 -0.16 0.6541
C -2.0718 8.0089 2.6022 -0.56 -0.63 0.16 -0.7060
C -2.5769 7.7461 1.1993 -0.12 0.19 0.51 -0.6847
Br -4.5300 8.0842 1.1543 0.70 -0.11 -0.05 0.6014
H -2.3634 8.9866 2.9711 0.34 0.08 0.01 0.0560
H -2.4472 7.2358 3.2677 -0.21 0.22 0.09 0.0493
H -2.4346 6.6967 0.9637 -0.01 0.08 -0.36 0.0377
H -2.0960 8.4144 0.4926 -0.18 -0.14 -0.22 0.0464
Br -2.1713 -1.5297 -2.5905 0.53 0.20 0.20 0.5921
C -0.2804 -1.9652 -2.1944 -0.26 -0.45 -0.58 -0.6690
C 0.5785 -0.7606 -1.8911 -1.49 0.58 0.36 -0.6876
Br 2.2916 -1.3662 -1.2230 -0.11 0.29 -0.25 0.7438
H 0.0201 -2.5203 -3.0786 0.24 0.04 0.06 0.0519
H -0.3320 -2.6445 -1.3489 0.03 0.09 0.07 0.0208
H 0.0277 -0.1976 -1.1336 0.53 -0.14 0.39 0.0196
H 0.6601 -0.0108 -2.6748 0.49 -0.51 -0.39 0.0531
C -1.3823 7.2034 -2.2754 0.50 -0.22 -0.24 -0.0735
C -0.0699 6.7522 -2.2554 0.75 0.15 -0.27 -0.0712
C 0.2454 5.4141 -2.2003 -0.35 -1.22 0.03 0.0007
C -0.7972 4.4933 -2.1241 0.08 1.14 0.46 -0.1428
C -2.1149 4.9308 -2.0364 0.16 -0.65 -0.13 -0.0042
C -2.4150 6.2802 -2.1698 0.06 0.08 -0.17 -0.0671
N -0.5026 3.0564 -2.0664 -0.81 -0.05 -0.02 -0.3334
O 0.6262 2.6783 -2.2837 0.19 0.07 0.07 0.0927
O -1.4502 2.3266 -1.8233 0.36 -0.09 -0.01 0.0530
H -1.5100 8.2631 -2.4500 -0.48 -0.02 0.15 0.1120
H 0.7770 7.4167 -2.3836 -0.27 0.30 0.15 0.1122
H 1.2537 5.0217 -2.2221 0.05 0.27 -0.06 0.1215
H -2.8628 4.1627 -1.8923 -0.22 0.21 -0.19 0.1195
H -3.4448 6.5903 -2.2806 -0.05 0.03 0.31 0.1108
C -0.1080 3.8556 2.0536 1.08 -0.18 1.35 -0.0655
C -1.1187 3.1456 1.4381 0.33 0.46 -0.83 -0.0623
C -0.9651 1.7852 1.1764 -1.02 0.31 0.93 -0.0062
C 0.0851 1.1106 1.7649 0.01 0.68 -0.59 -0.1438
C 1.0783 1.7969 2.4498 0.30 -0.59 0.17 0.0016
C 0.9825 3.1667 2.6007 -0.22 -0.53 -0.31 -0.0570
N 0.1205 -0.3341 1.5751 -0.01 -0.83 -0.04 -0.3399
O 1.1230 -0.9530 1.8653 0.27 0.32 0.32 0.0456
O -0.8785 -0.8719 1.1247 -0.04 0.18 0.02 0.0508
H -0.0769 4.9135 2.2869 -0.71 0.07 -0.45 0.0399
H -1.9832 3.6856 1.0726 -0.07 -0.17 -0.11 0.1052
H -1.7720 1.2561 0.6909 0.22 -0.12 -0.17 0.1205
H 1.9149 1.2550 2.8731 -0.09 -0.06 -0.02 0.1219
H 1.7529 3.6462 3.1880 -0.05 0.31 -0.17 0.1100
C 3.6310 -4.6565 2.0588 -0.66 0.51 -0.12 -0.0678
C 2.9258 -4.2143 0.9340 0.25 0.27 0.18 -0.0986
C 3.0909 -4.7863 -0.3161 0.56 -0.32 0.56 -0.0317
C 3.9479 -5.8983 -0.3812 -0.56 1.28 0.12 -0.1381
C 4.6634 -6.2984 0.7189 0.38 -1.45 0.69 -0.0094
C 4.5112 -5.7106 1.9726 -0.30 0.43 -0.56 -0.0602
N 4.1147 -6.5767 -1.6675 0.07 0.10 -0.08 -0.3551
O 4.7511 -7.6072 -1.6877 0.11 -0.20 0.01 0.0834
O 3.6100 -6.0480 -2.6348 -0.04 -0.03 -0.13 0.0823
H 3.4241 -4.1086 2.9706 0.25 -0.25 0.18 0.1086
H 2.2851 -3.3518 1.0764 -0.07 -0.02 -0.24 0.0652
H 2.6239 -4.3399 -1.1798 -0.09 -0.33 -0.14 0.0827
H 5.2797 -7.1894 0.6742 0.08 0.16 -0.38 0.1207
H 5.0536 -6.0560 2.8394 0.10 -0.12 -0.08 0.1075
C -2.3552 -4.1807 1.1282 -0.22 -0.47 -0.35 -0.0628
C -3.1778 -5.1568 0.5547 0.38 0.53 0.35 -0.0585
C -2.6378 -6.1332 -0.2723 -0.60 0.16 -0.33 -0.0048
C -1.2717 -6.1578 -0.5169 0.09 0.21 1.04 -0.1418
C -0.4307 -5.3122 0.1936 -0.18 0.85 -0.88 0.0075
C -0.9965 -4.2744 0.9275 0.70 -0.03 0.25 -0.0794
N -0.6935 -7.0760 -1.4994 -0.23 -0.36 -0.33 -0.3439
O -1.4715 -7.5831 -2.2956 0.46 0.12 0.34 0.0782
O 0.5110 -7.2573 -1.4787 -0.40 0.07 -0.02 0.0799
H -2.7523 -3.3437 1.6853 -0.14 -0.07 0.03 0.1076
H -4.2409 -5.0881 0.7395 -0.06 -0.25 -0.17 0.1055
H -3.3276 -6.7973 -0.7736 0.27 -0.19 -0.10 0.1183
H 0.6305 -5.2540 0.0030 -0.01 -0.48 0.02 0.0859
H -0.3294 -3.5097 1.3109 -0.09 -0.06 0.14 0.0888
```
Forces are in eV/Å.